Record 1
The following is a DFT calculation (ωB97M-V/def2-TZVPD) of a molecular structure, C4H13N2O in a non-equilibrium geometry.

The geometry in XYZ format:
```
20
Properties=species:S:1:pos:R:3:forces:R:3
H 6.991866 0.769378 -0.223647 -2.3 -5.9 1.3
H -2.219524 0.527734 0.525096 1.4 -0.6 0.3
H 6.569378 -1.101866 -0.299057 0.9 0.4 -1.0
C 0.248629 -0.155545 -1.006896 1.0 0.5 -1.1
H 1.369199 -0.374887 -1.054363 -1.7 -0.6 -1.2
H -0.550029 -1.561400 -2.167282 -0.3 0.0 0.7
H -1.890647 2.385108 2.147230 0.4 -0.3 -0.5
C -1.175401 0.749565 0.880583 -1.6 1.7 0.7
H -0.010162 2.069844 1.956661 -1.0 0.2 0.3
H -4.233304 -0.235614 -0.937659 0.3 -0.9 0.3
H 0.081607 0.961717 -1.206778 0.0 -1.0 0.2
C -1.063703 1.823058 1.693391 1.4 -0.4 0.0
H -2.747710 -1.048363 -0.920902 0.1 -0.3 -0.5
N -3.649614 -0.970469 -0.524019 0.0 2.4 -0.2
H -0.195091 -1.058265 1.012071 0.1 0.4 -1.4
H 0.937112 0.147242 1.128549 -0.1 1.0 -1.1
O 6.459360 -0.282096 0.179124 1.4 5.6 -0.3
N -0.852751 -0.808828 -1.502329 2.7 0.6 -0.6
H -4.080774 -1.789860 -0.228816 -0.9 -1.3 0.3
C 0.011553 -0.046444 0.549043 -1.9 -1.4 3.8
```
Forces are in eV/Å.

- total charge = +1
- lowest unoccupied orbital energy (Ha) = -0.3217
- E_tot (Ha) = -344.41875
- energy relative to the best compared isomer or geometry (same formula, charge and spin) (eV) = 9.472
- HOMO level (eV) = -13.16

Löwdin atomic charge list, values in e, 6 entries: 0.233, 0.097, -0.015, -0.193, 0.165, 0.144

=====

Record 2
The following is a DFT calculation (ωB97M-V/def2-TZVPD) of 18 unconnected molecules or ions with the total composition C60H108O24S8 in a non-equilibrium geometry.

The geometry in XYZ format:
```
200
Properties=species:S:1:pos:R:3:forces:R:3
C 3.042316 -2.078565 -2.380565 -0.2 0.1 0.4
S 1.746609 -7.605292 5.053608 1.6 0.6 0.7
C 2.815885 0.386227 -7.408212 0.4 -0.2 1.2
H -4.630449 -2.824798 -3.698932 0.2 0.2 0.1
O -2.505022 6.330280 5.184330 1.7 2.0 -1.1
H -4.659424 4.501902 -1.628111 0.2 0.7 -0.1
C 5.455925 -1.747798 1.452107 -0.5 1.6 -0.8
H -0.111892 7.138103 3.701322 0.3 -0.5 -0.2
C -0.405221 5.879207 -2.521203 -0.2 -0.4 0.1
H -0.034409 6.848529 -2.222352 -0.9 0.4 0.3
H 6.541265 -1.718924 1.355680 -0.1 -0.5 -0.2
C -4.001560 2.259342 -8.096696 0.2 -1.2 1.5
H -2.254110 5.758617 -1.464985 0.0 -0.2 0.4
H -1.429276 -6.579147 -0.293744 0.1 0.1 0.4
C 3.688766 1.912578 -2.606595 0.3 -2.4 -2.6
H -0.113826 1.309364 1.947602 0.3 -0.3 0.7
H -4.989794 7.205644 1.258794 0.1 -0.2 -0.2
C 0.681987 -1.597917 0.276770 -1.7 0.6 -1.1
C -6.511423 -0.731805 0.589805 -1.7 -0.1 5.4
S -3.080922 -0.012845 4.767031 -0.2 1.0 0.2
C -0.070790 -1.313693 -0.911108 0.7 0.8 1.4
H 2.125654 -8.138918 2.789314 -0.4 -0.3 -0.2
C -3.377981 4.195981 5.064962 0.5 -0.1 1.8
C 1.081304 0.999291 -5.805028 1.0 -1.4 -0.8
C -2.807017 2.330892 -5.967858 1.0 0.6 0.0
O 3.056634 -6.784731 5.084335 -1.7 -1.3 -0.4
S 4.037535 -6.244250 1.792367 0.6 1.7 -1.5
C 3.917129 -4.611410 -2.253279 0.5 0.1 0.2
O -3.397469 5.712770 3.222576 0.8 0.3 1.5
H 6.199079 -5.600584 2.573138 -0.2 0.6 -0.3
O -7.496621 5.688400 0.183121 1.5 0.5 -0.1
H 0.598391 4.372670 1.070592 0.1 0.3 -0.3
H -3.219975 -0.607956 0.803724 0.1 -0.2 -0.8
H 1.052786 -6.734603 2.904180 0.2 0.2 0.3
C 5.134147 -7.310067 0.786762 -0.5 0.0 -0.5
H 2.404725 -1.391939 -1.823684 0.1 0.2 -0.2
C -0.752967 -0.084024 -1.064442 0.7 0.3 1.2
H -4.406992 4.259855 5.418726 -0.2 0.0 0.1
H 0.389878 8.581525 2.893361 -0.5 0.2 -0.4
H 4.573808 -4.321562 -1.433003 -0.1 0.1 0.1
H -6.263472 4.467592 -2.320258 -0.3 0.0 0.4
O -1.895521 -3.665865 0.156980 0.9 -0.7 0.2
C 0.131621 5.137156 1.691720 0.1 0.0 0.4
C -1.713549 3.819500 -2.364772 0.7 1.7 -0.1
H -5.844165 3.787713 -0.651923 -0.7 -0.1 -0.1
H 3.748267 2.752069 0.079534 -0.1 -0.4 -0.1
C -2.410635 4.346991 6.264847 -0.2 -1.6 1.3
H 4.926865 -2.535258 0.915358 0.4 -0.3 0.2
H 3.933751 -2.321702 5.430741 -0.1 0.0 0.0
O 4.077995 1.140198 -3.474603 -0.6 0.1 1.1
H 4.692723 -7.484167 -0.194529 -0.4 0.3 0.1
O -7.633618 -0.703210 1.053041 0.4 -0.5 -0.4
H -2.835385 -3.765042 -5.865433 -0.6 -0.3 0.1
O -3.719676 1.140101 4.012400 0.5 -1.0 0.3
S 4.838539 -0.183915 0.576893 -1.0 -0.8 1.2
H -3.959644 6.444364 -0.057503 0.1 0.3 0.2
C 0.703456 -0.677346 1.299974 -1.3 1.2 0.5
C -0.944287 -4.607054 0.445348 -0.7 -0.5 1.5
C -3.091873 5.463480 4.386066 -1.0 -0.3 -3.1
H -1.157300 0.243172 -2.010936 -0.3 -0.4 -0.2
H 2.647071 -9.831960 4.488445 0.3 0.3 -0.1
O 1.332018 -0.471437 -5.777507 -0.3 1.2 -0.3
H -0.689801 -2.810534 -4.569315 0.2 0.5 0.1
H 5.263174 -8.314097 1.190952 0.4 0.3 0.4
H 1.681109 1.765198 -2.099088 -0.2 0.4 0.2
C 3.261799 -3.129121 5.139784 -0.8 0.1 0.3
C -1.581011 -2.391634 -5.036620 0.4 0.5 0.3
H 5.793724 2.011628 1.016841 0.1 -0.1 -0.5
C -3.142488 3.692884 -6.510722 -0.2 2.5 2.4
O 4.165952 3.126069 -2.620849 0.2 1.9 0.0
S -6.226841 6.126978 -0.522332 -1.4 -0.2 -0.7
H -4.944790 -1.975302 1.135027 -0.5 -0.8 0.6
H 2.891009 -9.514464 6.228828 0.0 0.7 -0.1
H 0.369921 4.890237 2.726299 -0.2 0.0 0.0
C -4.788093 -0.352789 -0.823697 0.5 0.8 0.5
O -4.007720 3.544806 -7.511355 -0.5 1.6 -1.8
H 3.860920 -5.698756 -2.202020 -0.6 0.1 -0.1
S 2.101650 3.091952 4.407663 -1.1 -0.5 0.0
H -4.756127 5.402449 1.142172 0.3 0.3 0.4
H 4.264367 4.584012 -1.234021 -0.2 0.1 0.1
H 5.907262 0.939937 2.349664 0.1 -0.1 0.2
O -0.379105 -4.601543 1.505086 0.1 0.2 -0.3
H 1.127836 1.389194 -4.788214 -0.8 -0.4 -0.1
H 1.524031 0.821258 4.263314 0.1 -0.1 -0.2
S 2.353614 -3.724088 -1.992186 0.2 -0.2 -1.8
C 2.216215 -9.382387 5.383070 -0.3 -0.1 -0.8
H 2.027609 2.488254 -7.042540 0.3 -0.1 -0.2
C -2.387661 -1.122423 3.546569 1.0 0.4 -0.7
H -2.249127 -5.692743 -2.345463 0.0 -0.3 0.3
C 5.304356 -6.004473 3.046887 1.2 -0.3 0.0
H 1.231586 -4.590135 3.882785 -0.2 0.0 -0.8
O 1.451576 -4.006146 -3.187768 0.4 0.0 1.2
H -3.126517 2.251044 -4.928799 0.2 0.2 0.0
C -3.585037 1.419513 -6.851984 -0.3 -1.8 -0.7
C -0.160376 7.652908 2.741770 0.7 -0.7 -0.2
C 2.615431 -2.915976 3.790152 0.5 -1.1 -1.7
O -0.115942 -3.133401 5.909768 0.7 0.1 0.0
C -4.819073 6.349460 0.606178 -0.7 -1.3 -0.4
C -5.236945 -0.948517 1.355158 -0.2 -1.7 0.7
H 0.493669 -3.008601 3.190576 -0.1 -0.6 0.2
H -0.953659 -0.035475 6.008117 -0.1 -0.1 0.1
H -1.170723 1.857798 -0.076073 -0.4 -0.1 -0.1
H 6.034690 -6.723813 0.603923 0.2 -0.3 0.3
C 2.774090 2.826056 2.729919 -0.1 -0.3 0.1
C 6.092708 0.996244 1.277032 -1.3 0.1 1.2
O -6.238992 -0.443690 -0.594903 1.8 0.8 -5.5
H 0.037476 -2.068121 -1.676304 -0.5 0.2 -0.5
C 2.969715 2.936867 -0.660616 -1.8 -0.4 -0.3
C 2.308860 1.561028 -6.543305 -1.2 -0.1 0.3
H -0.989287 -4.578993 -2.587579 0.8 -0.2 0.5
H -4.966391 1.998739 -8.531780 -0.2 0.3 0.5
H 2.669082 0.302780 -8.485053 0.1 0.7 0.1
H 2.078088 2.177990 2.197284 0.1 -0.2 0.1
C -4.218380 -0.243226 0.562344 0.8 1.7 1.2
H -4.568618 0.608149 -1.289028 -0.4 -0.6 -0.8
H 0.892407 3.504223 -4.505595 0.0 -0.1 -0.1
C -3.291309 -1.101200 -4.148551 0.1 2.1 1.5
C -0.082240 0.511206 1.220734 -0.2 0.0 -2.2
H 2.047897 3.208969 -0.146508 0.2 0.4 0.1
H 2.913360 1.788632 -5.665308 1.1 0.0 -0.8
H -3.114165 -1.750714 3.031269 -0.3 0.2 0.4
H -1.219405 7.709924 2.490169 0.1 0.4 -0.2
C 1.262238 -7.724443 3.309726 0.2 -0.1 0.3
C 2.632401 1.707077 -1.570160 1.1 0.6 0.5
C -4.003877 -2.443058 -4.505033 1.9 0.4 -0.5
H -2.417788 -3.008824 -1.720351 0.1 0.2 0.2
H 4.081439 -1.922508 -2.090766 0.0 -0.2 0.2
C -0.846165 3.228982 -3.276520 -0.4 -0.2 1.2
H -4.341156 -1.198979 -1.345533 -0.7 0.0 -0.4
C 0.433159 5.245519 -3.405928 0.3 -0.1 -0.4
C 0.202550 3.950600 -3.804710 0.3 -0.5 -0.5
H -1.276445 6.113976 6.965055 0.1 0.3 -0.8
H -3.434422 -4.299571 -1.102819 -0.3 0.3 0.7
H 3.787240 -4.075358 5.268803 -0.2 -0.1 -0.1
H 3.863541 0.267434 -7.131790 0.2 -0.2 -0.7
H -3.044270 0.517409 -7.138147 0.2 0.0 -0.1
C -1.534535 5.201010 -2.046084 0.2 -0.8 -0.2
O 0.583576 3.239666 4.316950 1.4 0.1 -0.1
C -1.579573 -5.034128 -1.792265 0.1 0.2 -0.4
H -1.462297 3.834404 6.103550 0.3 0.5 -0.6
H 1.274154 5.781876 -3.819996 0.1 0.0 0.0
C 0.960054 -3.215336 5.363903 -1.7 0.0 -0.5
H -2.692363 -4.200945 -4.194523 0.6 0.4 0.2
H 7.160038 0.825393 1.136600 -0.3 -0.3 -0.6
H 2.684596 0.712407 -1.127432 0.1 0.3 0.2
O 2.117764 -3.092909 6.031420 0.4 0.0 0.4
H -0.944709 5.118893 1.520594 -0.1 0.1 0.1
H 0.317756 -8.260491 3.216475 0.3 -0.5 0.1
H 1.269931 -0.862642 2.200634 0.1 0.0 0.0
H 5.170021 -1.730143 2.503807 -0.1 0.2 -0.1
O 2.304669 -2.017376 -7.069717 0.0 2.0 0.1
H 1.108975 -2.584776 0.377791 0.4 0.1 0.0
H -1.724235 2.211927 -6.007054 0.0 -0.1 0.1
C -2.228644 5.852982 6.503213 -1.7 -1.0 -0.5
C 2.160605 -0.836126 -6.806703 -0.5 -1.6 0.9
H 2.637788 -1.862299 3.511991 -0.2 0.0 0.0
H -2.430676 3.163729 -1.893513 -0.5 0.4 0.0
H 5.680135 -6.990858 3.318793 -0.5 -0.2 0.4
H 4.379379 -4.314773 -3.194783 -0.3 0.0 -0.1
H -0.965108 1.322740 4.835136 -0.2 -0.1 -0.3
H 2.951293 3.700013 2.103098 -0.3 0.5 0.7
H 1.930889 1.154076 5.932974 -0.1 0.6 0.0
H -3.330479 3.275650 4.482870 0.4 0.3 -0.1
H -4.642560 -2.298488 -5.376403 0.0 0.2 0.1
H 3.100171 -3.500546 3.008233 0.6 0.4 -0.2
H 2.949974 -1.895843 -3.451169 -0.2 -0.2 0.0
H -2.024389 1.401535 6.251974 0.2 -0.1 0.2
C -2.760713 -3.342908 -4.863266 -1.3 0.2 -1.2
H 1.348436 -10.007533 5.593445 -0.4 0.4 0.1
C -0.851467 -5.704932 -0.593711 -0.5 1.2 -1.1
C 2.242864 1.332187 4.903873 0.0 -0.2 -0.1
S 0.779215 6.793995 1.371928 0.7 0.1 1.0
O -2.884020 4.797809 -6.024036 -0.3 -2.6 -1.4
H 3.230288 0.883178 4.796718 0.1 0.3 -0.2
C -5.718379 4.585648 -1.383755 1.0 0.0 0.6
H -4.187896 0.804613 0.861010 0.0 0.2 0.0
C -0.789068 0.852222 0.021683 1.9 -2.2 0.3
H -4.398031 1.054866 -6.224140 -0.6 0.1 -0.6
H -1.939029 -0.465219 2.801642 0.0 0.0 -0.2
H 3.733022 2.328363 2.874353 -0.1 -0.2 -0.1
H -2.754531 3.787478 7.134776 -0.4 0.3 0.3
C 3.479800 3.964297 -1.668197 1.0 -0.1 0.7
H -5.294445 -0.797275 2.433074 -0.1 0.2 -0.3
C -1.562815 0.730245 5.527799 -0.6 -0.5 -0.4
H 0.195423 -5.992333 -0.691335 -0.1 0.1 -0.3
H -3.036610 6.398289 6.990999 0.1 -0.7 1.2
O -3.731562 -0.100171 -3.571655 0.6 -2.4 -1.7
O -1.948395 -1.106561 -4.480605 -1.7 -0.8 1.0
H -3.298538 2.156849 -8.923353 0.4 0.4 0.1
O 2.252553 6.784942 1.766570 -1.4 -0.2 -0.3
H 5.079940 -5.430693 3.946066 -0.6 -0.2 -0.3
H -1.579804 -1.742232 3.935550 -0.2 -0.1 0.4
C -2.413585 -3.917813 -1.118833 -0.7 -0.7 -1.6
H 0.162642 1.153567 -6.371045 -0.2 0.0 0.5
O 3.955855 -4.951687 0.939374 0.1 -1.7 1.4
H -1.008411 2.167159 -3.388760 0.3 -0.2 -0.7
H 2.773502 4.631644 -2.162034 -0.3 -0.4 0.0
O 3.430180 0.072384 1.183308 2.8 0.1 -0.7
H -1.347704 -2.076108 -6.053538 0.0 -1.0 -0.3
C 1.195414 -3.500893 3.863856 1.2 1.3 2.5
```
Forces are in eV/Å.

- lowest unoccupied orbital energy (Ha) = -0.0094
- E_tot (Ha) = -7341.96841
- energy relative to the best compared isomer or geometry (same formula, charge and spin) (eV) = 0.000
- HOMO level (eV) = -7.98

Löwdin atomic charge list, values in e, 6 entries: -0.225, 0.863, -0.053, 0.115, 0.019, 0.019

=====

Record 3
The following is a DFT calculation (ωB97M-V/def2-TZVPD) of C9H9NO3 in the gas phase in a non-equilibrium geometry.

The geometry in XYZ format:
```
22
Properties=species:S:1:pos:R:3:forces:R:3
C 0.389576 -1.014971 -0.241153 0.1 0.1 0.0
H -3.501574 0.183630 3.370881 -0.2 0.1 0.0
C -0.697832 -0.812244 0.581558 -0.1 0.3 0.1
H 0.766783 -2.014466 -0.391450 0.0 -0.2 0.0
H -1.174681 -1.655977 1.051167 -0.1 -0.2 0.1
C 0.512128 1.327938 -0.680082 0.1 -0.2 0.0
H 2.930725 0.664649 -1.605577 0.1 0.0 0.0
H 2.743150 -1.087293 -1.439270 0.1 -0.1 0.0
C 1.025371 0.051043 -0.870018 0.0 0.0 0.1
H -2.371507 -1.128526 2.768616 0.2 -0.2 0.0
O -3.929079 1.289756 0.195100 -0.8 -0.7 -1.2
C -2.733980 -0.123130 2.682903 0.1 0.5 -0.3
H -0.911767 2.553008 0.311518 -0.1 0.1 0.0
C 2.239693 -0.165798 -1.719309 -0.1 0.0 0.0
H 0.974945 2.168396 -1.176618 0.1 0.1 0.0
H 1.964676 -0.234420 -2.771034 0.0 0.0 -0.1
O -2.726488 2.044207 1.824722 0.3 0.3 0.7
C -1.175629 0.477206 0.817321 0.3 0.1 -0.3
C -0.566757 1.542493 0.153352 -0.1 -0.1 0.2
N -3.667227 2.257361 0.826586 0.3 -0.5 0.0
O -4.070632 3.362041 0.744899 -0.3 1.1 0.1
C -2.252375 0.724131 1.777574 0.1 -0.7 0.9
```
Forces are in eV/Å.

- lowest unoccupied orbital energy (Ha) = 0.0137
- E_tot (Ha) = -628.67549
- energy relative to the best compared isomer or geometry (same formula, charge and spin) (eV) = 3.232
- SMILES = C=C(O[N+](=O)[O-])c1ccc(C)cc1
- HOMO level (eV) = -8.83

Löwdin atomic charge list, values in e, 6 entries: -0.035, 0.080, -0.015, 0.112, 0.107, -0.033

=====

Record 4
The following is a DFT calculation (ωB97M-V/def2-TZVPD) of a molecular structure, C25H24CoIN2O4S3 in a non-equilibrium geometry.

The geometry in XYZ format:
```
60
Properties=species:S:1:pos:R:3:forces:R:3
H -2.887495 0.752934 -7.386349 0.0 0.0 0.0
H -0.749525 0.173972 -8.497688 0.0 0.0 0.0
C 0.032939 0.725496 6.291313 0.0 0.0 -0.1
C 1.262532 -0.335444 -2.461006 0.2 0.1 -0.2
H 1.482938 -2.553917 -5.311149 0.1 0.1 0.0
O -0.612510 -0.590023 2.442853 0.5 -1.3 0.3
H 0.080409 2.623326 -3.371423 0.0 0.0 0.0
H 0.523163 -2.440020 -3.847603 0.1 0.1 0.1
H 0.022023 -3.880816 2.463209 0.0 0.0 0.0
C -3.026031 3.412280 -1.159940 0.1 0.0 0.0
Co -0.094727 -0.083998 0.076940 0.0 2.0 -0.1
H -4.697257 4.652511 -0.692936 0.0 0.0 0.0
H 2.825448 -4.265549 0.943022 0.0 0.0 0.0
H 2.670723 -3.952814 2.694030 0.0 0.0 0.0
H -4.925051 3.694157 1.623093 0.0 0.0 0.0
I -0.309147 0.747602 9.305068 0.0 0.0 0.0
H 0.311693 0.748198 4.143725 0.0 0.0 0.0
C -0.624073 0.090464 7.331378 0.0 0.0 0.0
C -2.316557 -0.134254 -5.515067 0.0 0.0 0.0
C -1.685633 -1.393975 5.792925 -0.1 -0.1 0.2
C -0.181845 0.281799 4.989868 0.1 0.2 0.1
C -4.147229 3.335736 0.955477 0.0 0.0 -0.2
O -1.533069 0.902638 1.000352 -0.2 0.0 -1.0
C 0.952867 -1.854144 -4.660878 0.0 -0.2 -0.2
C -0.124106 -1.144839 -5.431282 0.0 0.0 0.1
H 0.703581 1.553291 6.481863 0.0 0.0 0.0
H -0.895359 3.899763 -2.628016 -0.1 0.0 0.0
C -2.110848 2.404540 -0.767822 -0.2 0.1 0.1
H -3.393732 1.916695 2.361568 0.1 0.0 0.0
H -2.958323 3.828624 -2.156387 0.0 0.0 0.0
C -4.020903 3.881380 -0.344298 -0.1 0.0 0.2
H -1.653183 2.668952 -3.656111 0.0 0.0 0.0
H -1.468185 -1.043233 -3.767026 0.0 0.0 0.0
O 1.078510 1.034161 0.587746 0.2 0.0 0.1
C -1.091644 1.981081 -1.689830 0.1 -0.3 -0.3
C -1.486319 -0.969709 7.102449 0.0 0.0 0.0
N 0.451800 0.640605 -2.624965 -0.2 0.0 -0.3
S 2.205720 -0.745117 -3.944588 0.0 0.0 0.1
H -0.790112 -2.952211 1.213829 0.0 0.0 0.1
C -1.326623 -0.808916 -4.814984 0.0 0.1 0.0
O -2.061006 -2.200209 3.118808 -0.1 -0.1 0.0
C 0.066622 -0.782891 -6.761470 0.0 0.0 0.0
H -1.995362 -1.457958 7.923689 0.0 0.0 0.0
C 0.132952 -3.469478 1.460330 0.1 -0.1 -0.2
H 0.312570 -4.273284 0.738582 0.0 0.0 0.0
S 1.487531 -2.289633 1.383715 0.5 -1.1 1.9
S 1.497112 -1.272558 -1.055891 -0.7 0.2 -0.7
H -2.351816 -2.218065 5.567912 0.0 0.0 0.0
C -3.304837 2.353093 1.374469 0.2 0.0 -0.1
C -0.872473 2.848964 -2.912198 0.1 0.0 0.0
H -3.235336 0.137072 -5.009556 0.0 0.0 0.0
N -0.399989 0.873617 -1.554103 -0.1 0.2 0.1
C -1.258848 -1.254384 3.265641 -0.1 0.4 0.6
C 2.802691 -3.488830 1.713663 0.0 0.0 -0.2
H 3.751509 -2.952458 1.700142 0.0 0.0 0.0
C -0.920834 -0.110561 -7.465891 0.0 0.0 0.0
C -2.119340 0.214713 -6.844033 0.0 0.0 0.0
C -2.250572 1.824791 0.533471 -0.3 0.2 0.0
C -1.039284 -0.777162 4.734701 -0.1 -0.2 -0.4
H 1.010933 -1.015130 -7.242351 0.0 0.0 0.0
```
Forces are in eV/Å.

- total charge = -2
- lowest unoccupied orbital energy (alpha / beta) (Ha) = 0.1292 / 0.1292
- E_tot (Ha) = -4252.47856
- HOMO level (alpha / beta) (eV) = -0.91 / -0.93

Löwdin atomic charge list, values in e, 6 entries: 0.089, 0.089, -0.163, -1.075, 0.067, -0.112

=====

- The lowest E_tot belongs to which entry?
  C60H108O24S8